Record 1
Formula: C34H81N3O8
Source: OMol25
Level of theory: the ωB97M-V functional and the def2-TZVPD basis

Molar mass ... 660.035 g mol⁻¹
Frontier orbital gap ... 8.310 eV
SMILES ... CC1(C)CCCC(C)(C)N1O.CC1(C)CCCC(C)(C)N1O.CC1(C)CCCC(C)(C)N1O.CCO.CCO.CO.CO.CO
Total charge ... 0

Last column: Löwdin charge in e.
Element x y z (Å)
C 5.46 4.65 -3.28  -0.044
C 5.01 6.05 -2.86  -0.513
C 5.18 6.95 -4.12  -0.133
C 4.44 8.27 -4.08  -0.164
C 2.96 8.01 -3.74  -0.156
C 2.67 7.10 -2.56  -0.455
N 3.61 5.96 -2.57  -0.113
O 3.27 5.17 -1.45  -0.016
C 2.93 7.97 -1.19  -0.012
C 1.19 6.72 -2.65  -0.038
C 5.86 6.44 -1.59  -0.013
H 6.51 4.41 -3.43  0.088
H 4.80 4.37 -4.10  0.090
H 5.23 4.06 -2.39  0.077
H 6.21 7.03 -4.44  0.122
H 4.83 6.35 -4.96  0.114
H 4.38 8.69 -5.08  0.108
H 4.91 9.02 -3.43  0.107
H 2.52 7.41 -4.54  0.109
H 2.31 8.88 -3.80  0.124
H 2.79 7.32 -0.34  0.064
H 3.85 8.55 -1.09  0.065
H 2.03 8.55 -0.96  0.071
H 0.89 5.92 -1.96  0.079
H 0.46 7.52 -2.55  0.084
H 0.91 6.31 -3.62  0.080
H 6.93 6.36 -1.76  0.085
H 5.60 5.92 -0.67  0.077
H 5.69 7.49 -1.33  0.061
H 3.76 5.67 -0.79  0.052
C -4.95 -2.13 9.49  -0.036
C -3.99 -2.81 10.44  -0.541
C -2.62 -2.71 9.83  -0.157
C -1.48 -3.22 10.71  -0.194
C -1.61 -2.53 12.05  -0.153
C -2.97 -2.50 12.81  -0.402
N -4.04 -2.18 11.77  -0.085
O -5.37 -2.24 12.31  -0.011
C -3.18 -3.84 13.62  -0.034
C -2.89 -1.30 13.85  -0.028
C -4.37 -4.28 10.60  -0.040
H -4.83 -2.63 8.53  0.092
H -4.73 -1.07 9.40  0.089
H -5.99 -2.08 9.80  0.083
H -2.47 -3.40 9.00  0.122
H -2.42 -1.68 9.53  0.127
H -0.52 -3.19 10.20  0.114
H -1.51 -4.31 10.68  0.105
H -1.26 -1.51 11.92  0.110
H -0.73 -2.82 12.61  0.119
H -2.49 -4.54 13.14  0.067
H -2.86 -3.88 14.67  0.075
H -4.11 -4.40 13.62  0.067
H -2.25 -0.43 13.71  0.074
H -3.93 -1.03 14.04  0.073
H -2.54 -1.67 14.82  0.064
H -4.28 -4.88 9.69  0.089
H -5.44 -4.44 10.75  0.082
H -3.95 -4.89 11.40  0.070
H -5.39 -3.18 12.48  0.057
C 1.91 -0.50 -13.42  -0.019
C 1.34 -1.03 -12.06  -0.499
C 2.49 -1.73 -11.36  -0.185
C 2.41 -2.01 -9.94  -0.194
C 2.14 -0.64 -9.22  -0.128
C 0.91 0.12 -9.79  -0.481
N 0.91 0.12 -11.26  -0.124
O -0.16 0.82 -11.88  -0.009
C -0.44 -0.51 -9.23  -0.017
C 1.15 1.49 -9.20  -0.061
C 0.10 -1.92 -12.22  -0.021
H 2.47 -1.29 -13.92  0.083
H 2.47 0.42 -13.24  0.087
H 1.08 -0.21 -14.06  0.073
H 2.85 -2.62 -11.87  0.130
H 3.33 -1.03 -11.35  0.127
H 3.28 -2.49 -9.47  0.115
H 1.62 -2.71 -9.65  0.103
H 3.03 -0.03 -9.13  0.111
H 1.95 -0.84 -8.16  0.114
H -0.93 -0.04 -8.38  0.073
H -1.24 -0.48 -9.97  0.072
H -0.28 -1.52 -8.88  0.068
H 2.02 1.93 -9.69  0.086
H 0.30 2.13 -9.44  0.081
H 1.30 1.46 -8.13  0.089
H -0.77 -1.32 -12.48  0.078
H -0.20 -2.43 -11.30  0.077
H 0.38 -2.59 -13.03  0.084
H 0.30 1.20 -12.64  0.087
C -1.79 -1.86 0.88  -0.097
C -1.16 -0.64 0.24  -0.336
O -0.39 -1.09 -0.85  -0.075
H -1.14 -2.63 1.30  0.073
H -2.35 -2.50 0.20  0.071
H -2.54 -1.60 1.62  0.070
H -0.48 -0.14 0.93  0.106
H -1.88 0.13 -0.02  0.108
H 0.20 -0.36 -1.06  0.081
C 3.51 -8.09 -2.08  -0.080
C 2.96 -6.68 -2.52  -0.309
O 1.67 -6.29 -2.07  -0.076
H 2.82 -8.90 -2.28  0.060
H 3.64 -8.21 -1.00  0.063
H 4.44 -8.42 -2.54  0.066
H 2.97 -6.58 -3.60  0.099
H 3.72 -5.97 -2.18  0.098
H 1.67 -5.33 -2.08  0.079
C -6.92 -7.25 3.21  -0.185
O -7.90 -6.83 4.11  -0.117
H -6.29 -8.00 3.69  0.074
H -7.28 -7.75 2.31  0.072
H -6.34 -6.36 2.98  0.081
H -8.14 -7.55 4.71  0.074
C 3.94 0.73 5.53  -0.171
O 5.12 1.51 5.67  -0.124
H 3.27 1.22 4.82  0.074
H 4.25 -0.26 5.21  0.078
H 3.40 0.51 6.45  0.069
H 5.01 2.38 6.05  0.073
C -8.47 2.46 3.70  -0.183
O -9.02 2.31 2.42  -0.115
H -9.21 2.09 4.41  0.076
H -7.49 2.01 3.88  0.072
H -8.28 3.52 3.90  0.077
H -9.22 1.37 2.31  0.074

---

Record 2
Formula: C34H82N10O12S2
Source: OMol25
Level of theory: the ωB97M-V functional and the def2-TZVPD basis

Molar mass ... 887.222 g mol⁻¹
Relative energy (zero: lowest compared OMol25 entry of this formula, charge and spin) ... 2.269 eV
Frontier orbital gap ... 9.131 eV
Total charge ... 0

Last column: Löwdin charge in e.
Element x y z (Å)
C -4.58 -0.11 -4.47  0.019
C -3.41 0.65 -3.89  -0.575
O -2.50 0.98 -4.63  0.016
N -3.37 0.95 -2.61  0.049
C -4.13 0.23 -1.53  -0.042
H -4.70 0.17 -5.50  0.079
H -5.52 0.18 -3.91  0.103
H -4.38 -1.14 -4.35  0.070
H -2.52 1.39 -2.26  0.113
H -5.12 0.56 -1.47  0.066
H -3.57 0.40 -0.66  0.049
H -4.14 -0.85 -1.77  0.063
C -1.68 7.05 3.21  0.009
C -2.47 6.36 2.10  -0.594
O -2.96 6.91 1.18  0.091
N -2.48 5.00 2.24  -0.003
C -2.78 4.07 1.18  -0.076
H -1.48 8.06 2.94  0.071
H -0.72 6.51 3.37  0.088
H -2.29 6.89 4.11  0.085
H -1.76 4.80 2.89  0.076
H -3.77 4.23 0.70  0.097
H -2.88 3.08 1.70  0.071
H -2.08 4.16 0.34  0.063
C 0.51 4.38 0.04  -0.016
C 1.99 4.33 0.21  -0.520
O 2.62 5.25 0.81  -0.017
N 2.60 3.20 -0.24  0.025
C 4.04 3.08 -0.22  -0.063
H -0.06 3.43 0.21  0.068
H 0.19 4.76 -0.95  0.081
H 0.11 5.11 0.76  0.080
H 2.03 2.43 -0.61  0.085
H 4.43 2.78 -1.17  0.048
H 4.34 2.44 0.64  0.081
H 4.51 4.04 0.16  0.100
C 3.89 -3.31 -1.71  -0.004
C 2.54 -3.95 -1.64  -0.547
O 2.19 -4.52 -0.61  0.002
N 1.78 -3.81 -2.75  0.016
C 0.50 -4.51 -2.89  -0.052
H 3.84 -2.33 -1.25  0.028
H 4.20 -2.98 -2.71  0.078
H 4.64 -3.90 -1.13  0.108
H 2.10 -3.18 -3.47  0.078
H 0.26 -4.53 -3.98  0.104
H -0.20 -4.02 -2.23  0.058
H 0.62 -5.56 -2.74  0.071
C -2.98 -4.33 -0.63  0.010
C -4.19 -3.49 -0.92  -0.566
O -4.31 -3.10 -2.08  0.007
N -5.01 -3.15 0.08  0.032
C -6.07 -2.16 -0.04  -0.047
H -2.92 -4.94 -1.52  0.094
H -3.13 -4.94 0.24  0.075
H -2.13 -3.70 -0.51  0.032
H -4.66 -3.34 1.01  0.125
H -5.77 -1.16 0.24  0.064
H -6.84 -2.46 0.70  0.097
H -6.36 -2.16 -1.07  0.082
C -2.40 -2.23 5.03  0.008
C -2.77 -1.19 4.01  -0.579
O -3.24 -1.52 2.96  0.044
N -2.71 0.14 4.38  0.007
C -2.96 1.24 3.49  -0.098
H -1.58 -1.95 5.65  0.062
H -2.24 -3.21 4.55  0.088
H -3.26 -2.32 5.71  0.093
H -2.30 0.39 5.26  0.118
H -3.39 0.83 2.58  0.076
H -2.02 1.83 3.35  0.052
H -3.69 1.84 4.01  0.091
C -0.08 2.07 -7.14  0.017
C 0.56 2.63 -5.84  -0.507
O 1.79 2.74 -5.88  -0.012
N -0.23 2.94 -4.80  0.012
C 0.34 3.03 -3.51  -0.093
H -0.17 2.91 -7.85  0.087
H -1.14 1.81 -7.05  0.070
H 0.54 1.32 -7.53  0.039
H -1.22 2.57 -4.81  0.122
H -0.18 3.85 -2.97  0.089
H 1.41 3.17 -3.61  0.078
H 0.29 2.09 -2.96  0.068
C 2.65 -0.46 -6.32  -0.001
C 2.57 -0.52 -4.85  -0.540
O 2.21 -1.49 -4.19  0.010
N 2.94 0.62 -4.20  0.061
C 3.42 0.51 -2.73  -0.008
H 1.67 -0.65 -6.74  0.076
H 3.31 -1.30 -6.64  0.106
H 2.90 0.51 -6.74  0.073
H 3.16 1.46 -4.74  0.106
H 3.79 -0.47 -2.54  0.044
H 2.60 0.70 -2.00  0.037
H 4.17 1.30 -2.49  0.070
C 3.55 -0.98 0.82  0.011
C 3.88 -0.51 2.23  -0.548
O 4.73 0.34 2.38  0.017
N 3.30 -1.11 3.31  -0.002
C 3.87 -0.94 4.62  -0.094
H 2.80 -1.78 0.80  0.076
H 4.52 -1.26 0.41  0.086
H 3.14 -0.12 0.28  0.067
H 2.77 -1.98 3.12  0.084
H 4.44 0.03 4.63  0.094
H 4.52 -1.76 4.96  0.081
H 2.98 -0.89 5.34  0.081
C -0.18 -4.37 1.81  -0.004
C 1.10 -4.47 2.63  -0.503
O 1.61 -3.44 3.09  0.004
N 1.63 -5.73 2.77  0.025
C 3.10 -5.89 2.82  -0.067
H -0.73 -5.33 1.65  0.090
H 0.17 -4.00 0.83  0.062
H -0.85 -3.60 2.20  0.069
H 1.20 -6.46 2.27  0.107
H 3.44 -5.33 3.72  0.084
H 3.72 -5.57 1.95  0.095
H 3.30 -6.94 3.05  0.077
C -0.33 0.09 1.44  -0.227
S -0.49 0.40 -0.33  0.840
O 0.86 0.71 -0.84  -0.558
C -0.88 -1.37 -0.62  -0.232
H 0.10 1.03 1.86  0.044
H 0.33 -0.75 1.62  0.053
H -1.28 0.02 1.91  0.014
H -1.26 -1.44 -1.67  0.073
H -1.59 -1.67 0.13  0.029
H -0.01 -2.02 -0.45  0.053
C 2.28 3.12 4.18  -0.257
S 0.59 2.91 4.63  0.828
O -0.20 2.87 3.38  -0.572
C 0.84 1.15 5.18  -0.235
H 2.89 3.17 5.09  0.062
H 2.31 3.98 3.50  0.057
H 2.62 2.16 3.69  0.066
H 1.49 1.02 6.00  0.029
H 1.05 0.50 4.27  0.072
H -0.15 0.82 5.56  0.025

---

Record 3
Formula: C34H84N2O16
Source: OMol25
Level of theory: the ωB97M-V functional and the def2-TZVPD basis

Molar mass ... 777.044 g mol⁻¹
Relative energy (zero: lowest compared OMol25 entry of this formula, charge and spin) ... 5.321 eV
Frontier orbital gap ... 9.211 eV
SMILES ... CNC(C)=O.CNC(C)=O.COCCOC.COCCOC.COCCOC.COCCOC.COCCOC.COCCOC.COCCOC
Total charge ... 0

Last column: Löwdin charge in e.
Element x y z (Å)
C -4.38 4.15 -3.74  -0.147
O -4.34 2.87 -3.17  -0.170
C -5.68 2.40 -2.87  -0.193
C -6.04 1.18 -3.68  -0.188
O -5.24 0.04 -3.26  -0.175
C -5.30 -1.13 -4.04  -0.125
H -5.02 4.27 -4.61  0.083
H -3.40 4.55 -3.99  0.088
H -4.84 4.89 -3.08  0.076
H -6.42 3.15 -3.15  0.119
H -5.68 2.10 -1.82  0.130
H -5.74 1.42 -4.70  0.131
H -7.11 1.13 -3.51  0.125
H -4.60 -1.21 -4.88  0.081
H -6.22 -1.22 -4.60  0.077
H -5.22 -2.01 -3.41  0.086
C -0.16 0.69 1.61  -0.076
O -0.27 0.11 0.29  -0.212
C 0.33 0.80 -0.79  -0.193
C -0.08 0.10 -2.17  -0.192
O 0.59 -1.11 -2.45  -0.184
C 0.27 -2.26 -1.56  -0.067
H -0.43 0.03 2.43  0.084
H -0.70 1.64 1.56  0.082
H 0.87 1.00 1.77  0.071
H 1.42 0.86 -0.82  0.120
H -0.07 1.81 -0.93  0.113
H 0.11 0.78 -3.00  0.117
H -1.17 0.00 -2.17  0.116
H -0.79 -2.36 -1.33  0.083
H 0.69 -2.20 -0.55  0.064
H 0.74 -3.18 -1.89  0.077
C 2.01 -8.66 -4.50  -0.110
O 1.20 -8.89 -3.33  -0.164
C -0.15 -8.38 -3.55  -0.176
C -0.85 -8.40 -2.17  -0.305
O -0.26 -7.62 -1.28  -0.170
C -0.94 -7.55 0.04  -0.036
H 1.74 -7.79 -5.09  0.074
H 1.88 -9.42 -5.28  0.077
H 3.09 -8.55 -4.39  0.081
H -0.79 -8.79 -4.33  0.121
H -0.14 -7.33 -3.86  0.114
H -0.64 -9.40 -1.80  0.123
H -1.93 -8.25 -2.27  0.126
H -2.01 -7.35 0.00  0.075
H -0.59 -6.77 0.73  0.083
H -0.88 -8.53 0.50  0.082
C -4.18 6.25 1.22  -0.159
O -5.33 6.48 1.91  -0.207
C -6.54 6.63 1.17  -0.159
C -7.58 7.28 2.14  -0.188
O -7.37 8.67 2.27  -0.184
C -6.20 9.05 3.02  -0.094
H -3.92 7.12 0.62  0.084
H -4.07 5.36 0.60  0.088
H -3.33 6.29 1.90  0.086
H -6.82 5.68 0.72  0.117
H -6.28 7.26 0.32  0.121
H -7.75 6.80 3.10  0.125
H -8.54 7.13 1.64  0.116
H -6.58 9.88 3.61  0.081
H -5.33 9.40 2.47  0.087
H -5.98 8.32 3.79  0.087
C 0.89 -1.72 8.78  -0.127
O -0.39 -1.11 8.67  -0.196
C -0.96 -1.07 7.28  -0.139
C -1.90 0.14 7.26  -0.169
O -1.30 1.44 7.42  -0.195
C -2.01 2.52 7.02  -0.160
H 1.75 -1.24 8.31  0.080
H 0.75 -2.66 8.25  0.077
H 1.18 -1.94 9.80  0.085
H -1.60 -1.91 7.01  0.115
H -0.13 -1.11 6.58  0.115
H -2.60 0.02 8.09  0.130
H -2.37 0.16 6.28  0.119
H -1.94 3.22 7.85  0.087
H -3.07 2.25 6.99  0.089
H -1.55 3.00 6.16  0.088
C 4.75 -5.29 -0.69  -0.100
O 5.02 -6.46 0.08  -0.188
C 3.81 -7.10 0.49  -0.202
C 4.08 -8.55 0.79  -0.209
O 2.92 -8.99 1.49  -0.197
C 2.63 -10.38 1.22  -0.102
H 5.73 -5.00 -1.08  0.085
H 4.43 -4.49 -0.03  0.080
H 4.06 -5.48 -1.52  0.084
H 3.02 -7.00 -0.26  0.125
H 3.50 -6.75 1.47  0.125
H 4.94 -8.77 1.42  0.132
H 4.16 -9.06 -0.17  0.123
H 2.08 -10.61 0.31  0.078
H 1.95 -10.62 2.04  0.084
H 3.50 -11.03 1.17  0.084
C 2.50 -0.66 -7.81  -0.058
O 3.23 0.14 -8.82  -0.165
C 2.72 1.42 -9.05  -0.226
C 3.06 2.66 -8.13  -0.180
O 2.71 2.43 -6.77  -0.192
C 2.84 3.48 -5.85  -0.133
H 1.41 -0.58 -7.78  0.080
H 2.84 -0.35 -6.82  0.080
H 2.67 -1.71 -8.05  0.080
H 1.65 1.52 -9.22  0.117
H 3.20 1.73 -9.98  0.118
H 2.63 3.59 -8.50  0.120
H 4.13 2.83 -8.16  0.115
H 3.60 4.21 -6.12  0.080
H 3.13 3.03 -4.90  0.089
H 2.03 4.17 -5.64  0.077
C 6.87 1.11 2.38  0.001
C 5.56 0.91 1.57  -0.567
O 5.49 1.51 0.46  -0.030
N 4.65 0.06 1.88  0.008
C 4.56 -0.66 3.13  -0.056
H 7.55 1.66 1.73  0.079
H 7.18 0.07 2.50  0.080
H 6.78 1.75 3.25  0.080
H 3.99 -0.08 1.13  0.152
H 4.88 -1.66 2.82  0.086
H 3.55 -0.74 3.52  0.080
H 5.23 -0.27 3.89  0.086
C 3.02 5.59 3.38  -0.025
C 2.62 6.85 4.03  -0.560
O 3.22 7.34 4.94  0.074
N 1.46 7.34 3.41  -0.007
C 0.73 8.53 3.79  -0.090
H 4.02 5.60 2.95  0.092
H 2.50 5.33 2.46  0.069
H 2.82 4.74 4.03  0.091
H 1.05 6.87 2.62  0.119
H 0.18 8.99 2.96  0.078
H 1.35 9.28 4.27  0.082
H -0.02 8.32 4.56  0.075

---

Number 1: E_HOMO -7.87 eV. Number 2: E_HOMO -9.02 eV. Number 3: E_HOMO -9.20 eV.